[1]
Here is a molecular structure, CH3N4O from the Open Molecules 2025 dataset. Energies are from ωB97M-V with the def2-TZVPD basis set.

```
! wB97M-V def2-TZVPD RIJCOSX def2/J DEFGRID3
* xyz -1 3
C 1.59410 -1.02885 -1.79534
N 2.26534 -1.82416 -2.35984
N -1.06035 0.60631 0.02213
N -0.28034 -0.47411 -0.31060
N 0.88883 0.08058 -1.57763
O 1.37959 1.21093 -1.21368
H -1.83467 0.85609 -0.63943
H -0.57149 1.52008 0.18804
H 0.32740 -0.64459 0.40114
*
```

Values from the calculation:
**Orbital gap (spin up / spin down)**: 4.790 / 7.755 eV
**Max |F|**: 5.611 eV/Å
**Calculated total energy**: -333.95196 Ha
**Energy relative to the best compared isomer or geometry (same formula, charge and spin)**: 106.92 kJ/mol

[2]
Here is a gas-phase ion, C4H7NO5P (charge -1) from the Open Molecules 2025 dataset. Energies are from ωB97M-V with the def2-TZVPD basis set.

```
! wB97M-V def2-TZVPD RIJCOSX def2/J DEFGRID3
* xyz -1 1
O -4.15143 -0.39785 -0.41423
P -2.86035 -0.29328 0.27894
O -2.51877 0.89734 1.11559
O -1.64414 -0.42061 -0.91618
C -0.35764 -0.37610 -0.56337
C 0.48886 -1.39506 -0.35930
C 1.78917 -0.90804 0.20104
C 1.62609 0.61728 0.11137
O 2.64266 1.15736 -0.70433
N 0.32251 0.84955 -0.49130
O -0.34255 1.98555 0.01232
H -2.52871 -1.45780 0.97717
H 0.22416 -2.43311 -0.42229
H 1.93247 -1.24975 1.23376
H 2.66111 -1.21239 -0.37860
H 1.66828 1.11341 1.09787
H 2.23566 1.85938 -1.22316
H -1.18737 1.66411 0.44471
*
```

Values from the calculation:
**Orbital gap**: 7.953 eV
**Max |F|**: 0.746 eV/Å
**Calculated total energy**: -929.03340 Ha
**SMILES string**: O=[P@H]([O-])OC1=CC[C@@H](O)N1O
**Energy relative to the best compared isomer or geometry (same formula, charge and spin)**: 91.81 kJ/mol

[3]
Here is a molecular structure, C23H55AlN5O6 from the Open Molecules 2025 dataset. Energies are from ωB97M-V with the def2-TZVPD basis set.

```
! wB97M-V def2-TZVPD RIJCOSX def2/J DEFGRID3
* xyz -1 1
C 1.61073 1.99291 0.35963
C 1.86737 1.74950 -1.12864
C 1.94297 0.26002 -1.48924
C 1.15672 -0.13188 -2.73709
O -0.19638 0.12267 -2.59099
Al -1.40650 -0.50772 -3.73207
C -2.37614 -2.07828 -2.89837
C -3.88081 -1.95040 -2.58368
C -4.37297 -2.69177 -1.32673
N -4.99005 -1.76279 -0.36242
C -2.59409 1.04223 -4.31555
O -3.84681 1.29251 -3.62559
C -3.61404 1.67708 -2.29382
C -4.93836 2.01189 -1.58843
C -6.18360 1.48911 -2.29968
H 2.15759 1.25086 0.94866
H 0.55037 1.90707 0.60688
H 1.94945 2.98639 0.66725
H 2.81896 2.22513 -1.38861
H 1.08707 2.21750 -1.73504
H 1.57854 -0.33991 -0.64787
H 2.99179 -0.00439 -1.63904
H 1.35222 -1.20624 -2.94183
H 1.57824 0.41405 -3.60346
H -0.57026 -1.00796 -5.06908
H -2.22797 -2.94729 -3.55435
H -1.82960 -2.31734 -1.97524
H -4.16143 -0.89879 -2.48827
H -4.44809 -2.32270 -3.44288
H -5.06954 -3.49476 -1.61361
H -3.52106 -3.16500 -0.83165
H -5.58508 -1.10961 -0.86219
H -5.59098 -2.26014 0.28613
H -1.99767 1.97356 -4.26093
H -2.87749 0.93485 -5.36997
H -3.07386 0.87745 -1.76097
H -2.93816 2.54773 -2.28205
H -5.03502 3.09603 -1.47999
H -4.90661 1.60799 -0.57294
H -7.07462 1.73032 -1.71866
H -6.28510 1.95509 -3.28116
H -6.13384 0.41334 -2.47775
C 5.21052 -0.70667 1.61514
C 4.28678 -0.59658 2.80965
O 3.20656 -0.03553 2.75446
N 4.69274 -1.19248 3.96807
C 5.92185 -1.91302 4.22582
H 4.76302 -0.18334 0.77618
H 6.19656 -0.28962 1.82577
H 5.34086 -1.75207 1.33084
H 4.02675 -1.09752 4.71818
H 5.71163 -2.95092 4.50063
H 6.50394 -1.44671 5.02137
H 6.53405 -1.92263 3.32908
C 7.25075 -1.51625 8.19898
C 8.28937 -0.68179 7.48146
O 8.27886 -0.54301 6.27139
N 9.24556 -0.08078 8.24164
C 9.40924 -0.12859 9.67631
H 6.57364 -1.91780 7.45141
H 7.71205 -2.34068 8.74419
H 6.68300 -0.91551 8.91047
H 9.90183 0.46340 7.70364
H 9.33727 0.86653 10.11942
H 10.37356 -0.55866 9.95396
H 8.63087 -0.74503 10.11597
C 4.91054 -3.79654 -1.54404
C 4.19152 -2.52856 -1.96134
O 4.59422 -1.42673 -1.62246
N 3.07135 -2.66494 -2.71259
C 2.44056 -3.87808 -3.17579
H 5.77312 -3.50310 -0.95242
H 4.26219 -4.43897 -0.94666
H 5.24610 -4.36801 -2.41060
H 2.61466 -1.78884 -2.92802
H 2.37694 -3.90061 -4.26513
H 1.42982 -3.97303 -2.77542
H 3.01506 -4.74308 -2.85432
C -8.55956 4.85632 -2.89696
C -9.07243 4.19647 -1.63536
O -8.32075 3.63823 -0.86189
N -10.41774 4.23882 -1.40009
C -11.44452 4.84386 -2.21365
H -7.48341 4.71361 -2.92019
H -8.99810 4.40319 -3.78710
H -8.78734 5.92333 -2.91080
H -10.69021 3.77363 -0.54866
H -11.97941 5.62689 -1.67109
H -12.17417 4.10628 -2.55550
H -10.99553 5.29686 -3.09270
*
```

Values from the calculation:
**Orbital gap**: 5.743 eV
**Max |F|**: 0.969 eV/Å
**Calculated total energy**: -1877.08819 Ha
**Energy relative to the best compared isomer or geometry (same formula, charge and spin)**: 0.00 kJ/mol

[4]
Here is 8 unconnected molecules or ions with the total composition C30H48F2N6O6 from the Open Molecules 2025 dataset. Energies are from ωB97M-V with the def2-TZVPD basis set.

```
! wB97M-V def2-TZVPD RIJCOSX def2/J DEFGRID3
* xyz -1 2
C 1.79719 6.96020 1.56489
C 1.19169 5.97516 2.53149
C -0.10719 5.31082 2.00595
C 0.11106 4.57610 0.72418
N 0.35369 3.92914 -0.26309
H 2.73926 7.41626 1.86922
H 1.03623 7.71429 1.36391
H 1.98892 6.55991 0.56935
H 1.08223 6.47065 3.49617
H 1.84244 5.10501 2.61786
H -0.98563 5.95279 1.94010
H -0.32849 4.41741 2.58984
C 2.17957 -0.67591 -3.73347
C 1.69335 -2.12088 -3.44200
C 1.51712 -3.05624 -4.65608
C 1.26936 -4.40997 -4.15890
N 1.15352 -5.46320 -3.70927
H 2.26337 -0.21232 -2.75054
H 1.35571 -0.06379 -4.10044
H 3.04123 -0.60849 -4.39763
H 0.81904 -2.03248 -2.79712
H 2.33675 -2.52942 -2.66275
H 2.40394 -3.17991 -5.27765
H 0.65180 -2.80177 -5.26810
C -3.10340 -0.41806 -1.76383
C -4.04582 -1.47534 -2.42957
C -3.56668 -2.90669 -1.99896
C -4.48941 -3.96734 -2.38349
N -5.16575 -4.91094 -2.64108
H -3.35126 -0.36452 -0.70374
H -3.29842 0.58432 -2.14500
H -2.02467 -0.55537 -1.68901
H -4.19566 -1.36453 -3.50352
H -4.96705 -1.21034 -1.91070
H -3.49522 -2.85964 -0.91232
H -2.57748 -3.08578 -2.42030
C -2.97332 1.94812 1.31571
C -3.73546 2.45619 0.14174
C -3.00441 3.22336 -0.93594
C -2.97435 4.67879 -0.86340
N -2.84217 5.81359 -0.88786
H -2.18148 1.30962 0.92405
H -3.41182 1.32268 2.09329
H -2.50599 2.73156 1.91230
H -4.50901 3.12859 0.51267
H -4.34898 1.66286 -0.28525
H -3.55029 3.02309 -1.85790
H -1.98580 2.93433 -1.19478
C -1.77983 -3.16879 6.25269
C -0.98758 -3.09420 4.96508
C 0.21230 -2.20188 4.93233
C 1.36059 -2.45144 5.82467
N 2.27216 -2.67476 6.51184
H -1.19655 -3.78236 6.93929
H -2.73815 -3.64717 6.05049
H -1.95136 -2.12395 6.51150
H -1.58322 -3.01793 4.05541
H -0.60962 -4.11652 4.97498
H -0.03958 -1.14425 5.01026
H 0.66150 -2.40561 3.96031
C 4.07517 3.76199 -3.38672
C 3.46654 3.18091 -2.06640
C 4.12936 3.80644 -0.90280
C 3.68445 3.49408 0.46746
N 3.27941 3.17103 1.51328
H 3.61629 3.23360 -4.22238
H 5.16248 3.81922 -3.43760
H 3.55780 4.72059 -3.42574
H 3.54019 2.09419 -2.10780
H 2.41291 3.45272 -2.13022
H 3.88345 4.86733 -0.94914
H 5.21159 3.69013 -0.96058
C 0.61043 -5.64616 -0.00627
C 0.56256 -7.07858 -0.53946
O -0.84543 -7.26466 -0.81625
C -1.34206 -6.04774 -1.07050
O -2.48534 -5.92945 -1.49755
O -0.48811 -5.06330 -0.78810
F 1.14101 -7.97976 0.31204
H 1.52828 -5.09134 -0.20084
H 0.48927 -5.60215 1.07608
H 1.08349 -7.16422 -1.49309
C 0.87547 0.65327 0.42726
C 0.93546 0.20664 1.82714
O 1.30427 -1.09879 1.87728
C 1.70736 -1.54385 0.64166
O 1.96239 -2.73968 0.44108
O 1.49539 -0.49318 -0.24211
F -0.29622 0.36180 2.24431
H 1.52198 1.53073 0.44039
H -0.09941 0.90637 0.01053
H 1.59681 0.68843 2.54727
*
```

Values from the calculation:
**Orbital gap (spin up / spin down)**: 1.922 / 10.786 eV
**Max |F|**: 5.891 eV/Å
**Calculated total energy**: -2151.48294 Ha

[5]
Here is 2 unconnected molecules or ions with the total composition C2H11ISi3 from the Open Molecules 2025 dataset. Energies are from ωB97M-V with the def2-TZVPD basis set.

```
! wB97M-V def2-TZVPD RIJCOSX def2/J DEFGRID3
* xyz 0 1
C 0.59636 -0.32220 1.98348
C -0.85636 0.20594 -0.67172
Si -0.20030 -1.87793 2.61191
Si 0.82278 -0.13461 0.06617
Si -0.42582 1.78965 -3.50593
I -0.09941 4.26293 -3.15779
H 1.46843 -0.15148 2.60219
H -0.05056 0.47116 2.29635
H -1.46019 -0.58495 -1.13975
H -1.42061 1.10424 -0.43098
H -1.69570 -1.56210 2.18654
H 0.12558 -3.19560 1.81939
H 0.30378 -2.16809 3.92440
H 1.51922 -1.41123 -0.14289
H 1.96287 0.90740 -0.29035
H -1.52492 0.96873 -4.13843
H 0.93483 1.69816 -4.01260
*
```

Values from the calculation:
**Orbital gap (spin up / spin down)**: 7.850 / 7.077 eV
**Max |F|**: 3.095 eV/Å
**Calculated total energy**: -1248.80941 Ha

[6]
Here is 5 unconnected molecules or ions with the total composition C4H17NO5 from the Open Molecules 2025 dataset. Energies are from ωB97M-V with the def2-TZVPD basis set.

```
! wB97M-V def2-TZVPD RIJCOSX def2/J DEFGRID3
* xyz 0 1
C 0.77952 -1.58874 -1.72171
C 1.09817 -0.47546 -0.71887
C 1.48485 -0.94049 0.68343
C 1.50315 0.12158 1.75299
N 0.79870 1.28992 1.64203
O 2.24964 -0.01665 2.71547
H 0.32221 -2.39930 -1.14737
H 1.69324 -2.05052 -2.10145
H 0.14130 -1.19758 -2.50257
H 1.89254 0.20164 -1.04166
H 0.15993 0.07991 -0.61424
H 0.85248 -1.77760 1.00500
H 2.44745 -1.44483 0.80121
H 0.11193 1.55092 0.94627
H 0.85835 1.90628 2.44114
O 0.42660 1.99576 -2.79097
H -0.30906 2.17620 -2.18234
H 1.01556 1.44575 -2.27122
O -1.34050 -1.17441 1.87984
H -2.06837 -1.25402 2.51742
H -0.88842 -0.34605 2.00168
O -1.30026 1.98041 -0.16680
H -2.04485 2.59113 -0.19918
H -1.74536 1.10500 -0.24873
O -2.95984 -0.27949 -0.19525
H -2.48306 -0.75988 0.51820
H -2.69588 -0.73944 -1.00233
*
```

Values from the calculation:
**Orbital gap**: 9.824 eV
**Max |F|**: 1.552 eV/Å
**Calculated total energy**: -593.58592 Ha
**SMILES string**: CCCC(N)=O.O.O.O.O
**Energy relative to the best compared isomer or geometry (same formula, charge and spin)**: 0.00 kJ/mol

Among the records above, which one has the lowest calculated total energy? C30H48F2N6O6

Please write out number 2 again, unchanged.
Here is a gas-phase ion, C4H7NO5P (charge -1) from the Open Molecules 2025 dataset. Energies are from ωB97M-V with the def2-TZVPD basis set.

```
! wB97M-V def2-TZVPD RIJCOSX def2/J DEFGRID3
* xyz -1 1
O -4.15143 -0.39785 -0.41423
P -2.86035 -0.29328 0.27894
O -2.51877 0.89734 1.11559
O -1.64414 -0.42061 -0.91618
C -0.35764 -0.37610 -0.56337
C 0.48886 -1.39506 -0.35930
C 1.78917 -0.90804 0.20104
C 1.62609 0.61728 0.11137
O 2.64266 1.15736 -0.70433
N 0.32251 0.84955 -0.49130
O -0.34255 1.98555 0.01232
H -2.52871 -1.45780 0.97717
H 0.22416 -2.43311 -0.42229
H 1.93247 -1.24975 1.23376
H 2.66111 -1.21239 -0.37860
H 1.66828 1.11341 1.09787
H 2.23566 1.85938 -1.22316
H -1.18737 1.66411 0.44471
*
```

Values from the calculation:
**Orbital gap**: 7.953 eV
**Max |F|**: 0.746 eV/Å
**Calculated total energy**: -929.03340 Ha
**SMILES string**: O=[P@H]([O-])OC1=CC[C@@H](O)N1O
**Energy relative to the best compared isomer or geometry (same formula, charge and spin)**: 91.81 kJ/mol

What did the sixth record say?
Here is 5 unconnected molecules or ions with the total composition C4H17NO5 from the Open Molecules 2025 dataset. Energies are from ωB97M-V with the def2-TZVPD basis set.

```
! wB97M-V def2-TZVPD RIJCOSX def2/J DEFGRID3
* xyz 0 1
C 0.77952 -1.58874 -1.72171
C 1.09817 -0.47546 -0.71887
C 1.48485 -0.94049 0.68343
C 1.50315 0.12158 1.75299
N 0.79870 1.28992 1.64203
O 2.24964 -0.01665 2.71547
H 0.32221 -2.39930 -1.14737
H 1.69324 -2.05052 -2.10145
H 0.14130 -1.19758 -2.50257
H 1.89254 0.20164 -1.04166
H 0.15993 0.07991 -0.61424
H 0.85248 -1.77760 1.00500
H 2.44745 -1.44483 0.80121
H 0.11193 1.55092 0.94627
H 0.85835 1.90628 2.44114
O 0.42660 1.99576 -2.79097
H -0.30906 2.17620 -2.18234
H 1.01556 1.44575 -2.27122
O -1.34050 -1.17441 1.87984
H -2.06837 -1.25402 2.51742
H -0.88842 -0.34605 2.00168
O -1.30026 1.98041 -0.16680
H -2.04485 2.59113 -0.19918
H -1.74536 1.10500 -0.24873
O -2.95984 -0.27949 -0.19525
H -2.48306 -0.75988 0.51820
H -2.69588 -0.73944 -1.00233
*
```

Values from the calculation:
**Orbital gap**: 9.824 eV
**Max |F|**: 1.552 eV/Å
**Calculated total energy**: -593.58592 Ha
**SMILES string**: CCCC(N)=O.O.O.O.O
**Energy relative to the best compared isomer or geometry (same formula, charge and spin)**: 0.00 kJ/mol